# 1
Density functional theory data (ωB97M-V with the def2-TZVPD basis set) for C18H52BMnN4O5 as an isolated structure.

Atoms and positions in Å:
1 Mn -21.237 33.452 -0.234
2 B -22.684 31.176 -2.158
3 H -21.830 31.101 -2.814
4 H -23.149 32.143 -2.273
5 H -23.390 30.481 -2.585
6 H -22.506 30.959 -1.116
7 C -24.299 27.683 -5.052
8 O -22.958 27.665 -5.684
9 C -21.925 26.862 -4.964
10 C -20.458 27.148 -5.519
11 N -20.252 28.540 -5.842
12 C -18.891 28.980 -6.221
13 C -18.875 30.472 -6.264
14 O -19.431 30.942 -7.440
15 C -20.162 32.139 -7.251
16 H -24.955 28.477 -5.409
17 H -24.166 27.716 -3.971
18 H -24.796 26.751 -5.320
19 H -22.490 25.947 -5.139
20 H -21.932 26.873 -3.874
21 H -20.424 26.581 -6.450
22 H -19.696 26.703 -4.880
23 H -20.770 29.094 -5.175
24 H -18.718 28.659 -7.248
25 H -18.162 28.555 -5.531
26 H -17.834 30.792 -6.218
27 H -19.348 30.783 -5.333
28 H -20.540 32.541 -8.191
29 H -19.590 32.938 -6.778
30 H -20.915 31.934 -6.491
31 C -24.516 38.680 0.173
32 C -23.584 37.834 1.104
33 C -23.831 38.077 2.526
34 O -22.891 37.476 3.446
35 C -21.770 38.287 3.928
36 N -23.585 36.444 0.532
37 H -25.010 39.597 0.497
38 H -25.502 38.235 0.035
39 H -24.091 38.881 -0.811
40 H -22.605 38.298 0.985
41 H -24.789 37.609 2.753
42 H -24.121 39.112 2.704
43 H -22.328 39.092 4.406
44 H -21.329 38.715 3.027
45 H -20.986 37.773 4.484
46 H -24.410 36.138 1.027
47 H -23.797 36.425 -0.455
48 C -19.865 31.439 5.088
49 C -19.610 31.887 3.733
50 C -18.949 30.750 2.905
51 O -18.733 31.229 1.613
52 C -17.910 30.381 0.825
53 N -20.801 32.414 3.033
54 H -20.207 32.277 5.695
55 H -18.998 31.064 5.632
56 H -20.647 30.726 5.348
57 H -19.042 32.817 3.721
58 H -19.570 29.861 3.012
59 H -17.984 30.658 3.404
60 H -17.719 30.901 -0.113
61 H -18.439 29.437 0.692
62 H -16.913 30.181 1.219
63 H -21.575 31.850 3.355
64 H -21.089 33.274 3.478
65 C -26.139 27.821 4.729
66 C -25.829 28.575 3.471
67 C -26.953 28.330 2.360
68 O -28.225 28.670 2.869
69 C -29.295 27.977 2.236
70 N -25.989 29.983 3.797
71 H -27.222 27.708 4.775
72 H -25.837 28.316 5.652
73 H -25.853 26.769 4.758
74 H -24.778 28.444 3.213
75 H -26.973 27.269 2.113
76 H -26.689 28.759 1.393
77 H -29.413 28.345 1.217
78 H -30.189 27.982 2.860
79 H -29.010 26.927 2.301
80 H -26.935 30.232 3.546
81 H -25.885 30.134 4.791

Computed properties:
**Electronic energy**: -2487.3100 hartree
**LUMO (spin up / spin down)**: -7.6 / -7.1 eV
**HOMO-LUMO gap (spin up / spin down)**: 2.06 / 2.53 eV
**Total charge**: +1
**Spin multiplicity**: 6

***

# 2
Density functional theory data (ωB97M-V with the def2-TZVPD basis set) for a 5-piece molecular cluster, C18H52BrN4O4 overall.

Atoms and positions in Å:
1 Br -0.243 -0.611 0.205
2 C -0.782 -2.888 3.857
3 C -2.082 -2.093 3.773
4 C -1.924 -0.618 4.199
5 O -3.155 0.148 4.048
6 C -2.972 1.469 3.637
7 N -2.611 -2.010 2.323
8 H -2.845 -2.907 1.922
9 H -3.260 -1.237 2.282
10 H -1.809 -1.718 1.783
11 H -0.387 -3.083 4.855
12 H 0.011 -2.501 3.217
13 H -0.769 -3.913 3.486
14 H -2.829 -2.590 4.392
15 H -1.058 -0.036 3.883
16 H -1.595 -0.635 5.238
17 H -2.546 2.076 4.436
18 H -3.805 1.969 3.145
19 H -2.181 1.608 2.900
20 C 3.586 -0.175 -1.751
21 C 4.029 0.174 -0.258
22 C 3.846 1.675 0.126
23 O 4.225 1.715 1.458
24 C 3.891 2.908 2.210
25 N 3.204 -0.753 0.623
26 H 3.203 -0.539 1.610
27 H 2.237 -0.732 0.334
28 H 3.612 -1.677 0.633
29 H 4.214 0.333 -2.482
30 H 2.610 0.162 -2.101
31 H 3.614 -1.247 -1.947
32 H 4.983 -0.301 -0.032
33 H 2.798 1.942 -0.011
34 H 4.448 2.433 -0.375
35 H 4.182 3.830 1.706
36 H 4.395 2.847 3.174
37 H 2.850 3.020 2.514
38 C -0.356 3.257 0.654
39 N -0.834 4.270 -0.415
40 C -2.406 4.181 -0.413
41 C -0.424 5.729 -0.201
42 C -0.413 3.856 -1.883
43 C 1.037 3.372 -2.074
44 O 1.968 4.384 -1.875
45 H 0.630 3.646 0.906
46 H -0.130 2.312 0.160
47 H -0.953 3.328 1.563
48 H -2.761 4.527 0.558
49 H -2.671 3.134 -0.558
50 H -2.507 4.849 -1.268
51 H -1.062 6.249 -0.915
52 H 0.624 5.957 -0.397
53 H -0.694 6.122 0.779
54 H -0.604 4.714 -2.527
55 H -1.091 3.063 -2.198
56 H 1.009 2.936 -3.072
57 H 1.194 2.498 -1.443
58 H 2.829 3.981 -2.009
59 C -2.784 -3.565 -1.560
60 N -1.570 -4.068 -2.393
61 C -0.862 -4.947 -1.324
62 C -2.071 -4.964 -3.565
63 C -0.782 -2.840 -2.917
64 C 0.695 -3.146 -3.312
65 O 1.506 -3.626 -2.262
66 H -3.294 -2.809 -2.157
67 H -2.344 -2.989 -0.746
68 H -3.340 -4.441 -1.229
69 H -0.657 -4.233 -0.527
70 H 0.037 -5.398 -1.744
71 H -1.493 -5.740 -0.923
72 H -2.389 -4.399 -4.442
73 H -2.832 -5.635 -3.167
74 H -1.238 -5.561 -3.935
75 H -0.852 -2.106 -2.114
76 H -1.335 -2.452 -3.772
77 H 1.097 -2.240 -3.765
78 H 0.674 -3.978 -4.016
79 H 2.364 -3.275 -2.513

Computed properties:
**Electronic energy**: -3809.9961 hartree
**LUMO**: -6.8 eV
**HOMO-LUMO gap**: 9.93 eV
**Energy relative to the best compared isomer or geometry (same formula, charge and spin)**: 46.4 kcal per mole
**Total charge**: +3

***

# 3
Density functional theory data (ωB97M-V with the def2-TZVPD basis set) for C18H52CuO10S8 as an isolated structure.

Atoms and positions in Å:
1 Cu 1.711 0.939 -0.495
2 O -0.180 1.126 -0.899
3 C -0.840 1.480 0.310
4 C 0.052 2.446 1.029
5 O 1.372 1.968 0.998
6 H -0.926 0.575 0.914
7 H -1.880 1.783 0.104
8 H -0.257 2.617 2.053
9 H -0.043 3.446 0.510
10 C 1.632 1.177 4.771
11 S 3.088 0.100 4.871
12 O 2.512 -1.154 5.422
13 C 3.247 -0.035 3.125
14 H 0.863 0.699 4.101
15 H 1.981 2.182 4.527
16 H 1.064 1.157 5.725
17 H 2.399 -0.622 2.741
18 H 4.113 -0.528 2.831
19 H 3.181 0.944 2.609
20 C -6.576 -0.779 1.034
21 S -4.820 -0.784 0.871
22 O -4.577 0.501 0.211
23 C -4.772 -2.187 -0.256
24 H -6.870 -1.471 1.831
25 H -7.016 -1.095 0.128
26 H -6.863 0.139 1.433
27 H -5.154 -3.032 0.310
28 H -3.744 -2.365 -0.497
29 H -5.291 -1.991 -1.171
30 C 2.562 -1.541 -4.252
31 S 1.406 -1.296 -2.815
32 O 2.178 -0.430 -1.786
33 C 0.319 -0.134 -3.536
34 H 2.620 -0.604 -4.730
35 H 2.116 -2.381 -4.819
36 H 3.470 -2.021 -3.937
37 H -0.281 -0.808 -4.152
38 H 0.834 0.636 -4.052
39 H -0.080 0.364 -2.620
40 C -2.930 1.391 -2.578
41 S -3.903 1.673 -4.007
42 O -4.973 0.634 -4.004
43 C -4.738 3.273 -3.524
44 H -2.453 0.454 -2.777
45 H -3.456 1.451 -1.646
46 H -2.042 1.999 -2.462
47 H -5.343 2.947 -2.670
48 H -5.191 3.866 -4.271
49 H -3.998 3.895 -3.028
50 C 3.147 4.200 -0.962
51 S 2.980 2.720 -1.970
52 O 4.300 2.506 -2.692
53 C 1.865 3.425 -3.105
54 H 3.309 5.029 -1.580
55 H 4.016 4.094 -0.342
56 H 2.278 4.418 -0.344
57 H 0.948 3.668 -2.614
58 H 2.000 2.695 -3.888
59 H 2.456 4.297 -3.478
60 C -2.337 -0.736 3.985
61 S -2.296 -2.567 3.980
62 O -2.914 -2.936 2.701
63 C -0.546 -2.705 3.772
64 H -3.375 -0.468 3.809
65 H -1.565 -0.353 3.293
66 H -1.923 -0.440 4.981
67 H -0.154 -2.009 3.018
68 H -0.362 -3.659 3.391
69 H -0.076 -2.511 4.726
70 C 4.852 -1.675 0.037
71 S 4.536 -0.005 -0.607
72 O 3.616 0.635 0.368
73 C 6.056 0.778 -0.274
74 H 5.151 -1.463 1.105
75 H 5.598 -2.101 -0.659
76 H 3.907 -2.233 -0.023
77 H 6.916 0.261 -0.672
78 H 6.211 0.889 0.774
79 H 5.898 1.748 -0.729
80 C -1.076 -2.308 -0.175
81 S 0.112 -3.647 -0.191
82 O 1.013 -3.273 0.953
83 C -0.927 -4.928 0.492
84 H -0.517 -1.361 -0.221
85 H -1.699 -2.379 0.721
86 H -1.706 -2.473 -1.030
87 H -1.721 -4.591 1.108
88 H -0.218 -5.528 1.134
89 H -1.272 -5.620 -0.269

Computed properties:
**Electronic energy**: -6295.0465 hartree
**LUMO (spin up / spin down)**: 0.0 / 0.0 eV
**HOMO-LUMO gap (spin up / spin down)**: 8.06 / 7.91 eV
**Total charge**: 0
**Spin multiplicity**: 2